Entry 1:
ORCA calculation (ωB97M-V with the def2-TZVPD basis set) on a single C4H8N2OS molecule.

Element x y z (Å)
C -1.0192 0.4705 -0.5007
C 0.3177 0.3533 -0.3482
C 1.0910 0.8925 0.9187
C 0.9947 -0.6427 -1.2102
N -1.7038 1.2490 0.3935
N -3.9359 0.3234 0.3078
O -2.9168 1.2181 0.6819
S -3.6396 -0.9835 -0.5632
H -1.3591 -0.0273 -1.3964
H 0.5224 1.7263 1.3835
H 2.0377 1.3051 0.6912
H 0.8503 0.1677 1.7705
H 0.4475 -1.5226 -1.1650
H 2.1285 -0.7328 -0.8777
H 0.9432 -0.2560 -2.2005
H -4.8285 0.7154 0.5356

As for the LUMO energy (alpha / beta): -0.72 / 0.13 eV. For the highest occupied orbital energy (alpha / beta), the calculation gives -0.2708 / -0.2991 Ha. For the orbital gap (alpha / beta), the calculation gives 6.65 / 8.27 eV.

Atom charges from the Mulliken analysis, given in e for atoms 1 to 8: C -0.2715; C 0.5901; C -1.2293; C -1.2962; N -0.1666; N -0.0560; O -0.1369; S -0.1904

Entry 2:
ORCA calculation (ωB97M-V with the def2-TZVPD basis set) on C16H32FKO12 as an isolated structure.

Element x y z (Å)
K 2.4886 -0.1387 1.1223
F 0.0672 -0.4338 -0.2578
C -2.7528 5.0637 -4.3303
C -2.4119 3.6081 -4.0866
O -3.0067 3.2619 -2.8215
C -2.6066 2.1925 -2.2848
O -1.7129 1.4977 -2.7462
O -3.3323 1.9676 -1.2240
C -3.0865 0.9128 -0.3459
H -2.3816 5.7563 -3.5750
H -3.8373 5.1084 -4.2300
H -2.3818 5.3953 -5.3001
H -1.3280 3.5038 -4.0388
H -2.7224 3.0430 -4.9654
H -3.0191 0.0154 -0.9609
H -3.9621 0.6967 0.2663
H -2.2453 1.1388 0.3094
C -1.7681 -3.1416 -7.2781
C -0.8245 -2.5070 -6.1653
O -1.1740 -3.2476 -5.0120
C -0.8305 -2.8418 -3.7836
O -0.2037 -1.8247 -3.4861
O -1.3619 -3.7302 -3.0253
C -1.4544 -3.5876 -1.6263
H -1.7306 -4.2226 -7.1440
H -1.3534 -2.8928 -8.2550
H -2.8006 -2.8001 -7.2040
H -1.0954 -1.4661 -5.9888
H 0.2428 -2.6267 -6.3513
H -0.5313 -3.1863 -1.2081
H -1.6915 -4.5407 -1.1536
H -2.1868 -2.8142 -1.3949
C 3.7224 5.5124 5.0070
C 3.3897 4.2192 4.2423
O 2.0772 3.9539 4.0798
C 1.5668 2.8052 3.5702
O 2.1782 1.7769 3.2847
O 0.2183 2.9786 3.2880
C -0.3807 2.1989 2.2901
H 3.5697 6.4245 4.4300
H 4.7483 5.5146 5.3751
H 3.0809 5.6310 5.8802
H 3.8267 3.3496 4.7332
H 3.8885 4.1873 3.2737
H -1.2686 2.7731 2.0256
H -0.7637 1.2217 2.5842
H 0.2390 2.0321 1.4090
C 1.3115 -2.9606 5.8688
C 2.2612 -3.9621 5.2043
O 1.8132 -4.4279 3.9599
C 1.9228 -3.5460 2.9336
O 2.1645 -2.3557 2.9735
O 1.7078 -4.2306 1.8349
C 1.7227 -3.5905 0.5924
H 0.2957 -3.3557 5.8670
H 1.2795 -2.0590 5.2570
H 1.6401 -2.6842 6.8707
H 2.2785 -4.8819 5.7890
H 3.2724 -3.5553 5.2036
H 1.5464 -4.3047 -0.2119
H 2.6521 -3.0791 0.3418
H 1.0344 -2.7453 0.5875

The spin multiplicity is 2. As for the expectation value of S²: 0.75. As for the LUMO energy (alpha / beta): -3.03 / -8.19 eV. For the highest occupied orbital energy (alpha / beta), the calculation gives -0.4649 / -0.4621 Ha. The charge is +1. For the orbital gap (alpha / beta), the calculation gives 9.62 / 4.39 eV.

Atom charges from the Mulliken analysis, given in e for atoms 1 to 8: K 0.9924; F -0.0168; C -1.2278; C -0.1643; O -0.2634; C 0.8251; O -0.6326; O -0.3410

Entry 3:
ORCA calculation (ωB97M-V with the def2-TZVPD basis set) on C42H50F4N11O3RbS2 as an isolated structure.

Element x y z (Å)
Rb 0.7022 -0.3049 -0.6356
C -3.8858 1.7116 0.2800
N -3.9249 0.2543 0.3666
C -5.2568 -0.1830 0.7673
C -3.5250 -0.3070 -0.9303
C -3.3174 -1.8209 -1.0163
N -1.9191 -2.1757 -0.8119
C -1.5277 -3.3945 -1.1736
C -0.1381 -3.7194 -1.1275
F 0.7042 -2.7601 -0.6426
C 0.4091 -4.9037 -1.5357
F 1.7505 -5.0580 -1.4426
C -0.3613 -5.9370 -2.0344
C -1.7230 -5.6902 -2.0686
F -2.5363 -6.6560 -2.5301
C -2.2914 -4.5092 -1.6502
F -3.6485 -4.4461 -1.6944
H -4.5803 2.0922 -0.4850
H -2.8792 2.0513 0.0305
H -4.1802 2.1566 1.2339
H -5.2805 -1.2621 0.9022
H -6.0199 0.0922 0.0237
H -5.5209 0.2831 1.7190
H -2.5785 0.1646 -1.2054
H -4.2784 -0.0060 -1.6787
H -3.6425 -2.0986 -2.0253
H -3.9844 -2.3514 -0.3273
H 0.0622 -6.8704 -2.3703
N -0.1603 1.4817 2.3092
C -1.2455 2.3930 2.6475
C -1.2525 2.7890 4.1119
C -1.2502 1.6152 5.1055
C -2.4546 0.6706 5.0340
N -2.4420 -0.2091 3.8593
C -1.5075 -1.1491 3.6533
N -1.2553 -1.5759 2.4300
N -0.8782 -1.6949 4.6992
C -1.2262 3.6322 1.6692
O -1.8664 4.6270 2.0246
O -0.5666 3.4335 0.6107
H -0.4844 0.5247 2.2210
H 0.1257 1.8096 1.3801
H -2.2109 1.9297 2.4146
H -2.1226 3.4302 4.2658
H -0.3637 3.3911 4.3232
H -1.2164 2.0348 6.1142
H -0.3366 1.0256 4.9667
H -3.3785 1.2463 5.0018
H -2.5037 0.0408 5.9263
H -2.8729 0.1599 3.0267
H -1.7611 -1.2148 1.6062
H -0.5398 -2.2692 2.2589
H -0.9295 -1.2303 5.5883
H -0.0189 -2.1915 4.5108
C 4.1530 -2.7300 -1.4355
C 4.5350 -1.8066 -2.3940
C 4.4744 -0.4571 -2.0878
C 4.0159 -0.0746 -0.8302
N 3.6259 -0.9599 0.0882
C 3.7110 -2.2534 -0.2109
C 3.8967 1.3714 -0.4973
C 4.9345 2.2492 -0.7923
C 4.7619 3.5997 -0.5335
C 3.5550 4.0274 -0.0071
C 2.5761 3.0817 0.2686
N 2.7457 1.7765 0.0457
H 4.1806 -3.7930 -1.6293
H 4.8650 -2.1307 -3.3728
H 4.7467 0.2952 -2.8155
H 3.3982 -2.9410 0.5664
H 5.8609 1.8731 -1.2073
H 5.5565 4.3037 -0.7471
H 3.3634 5.0746 0.1870
H 1.6040 3.3813 0.6511
O 1.3675 0.5498 -3.0755
S -0.0703 0.7790 -3.3964
C -0.1361 1.1468 -5.1573
C 1.0310 1.4739 -5.8231
C 0.9787 1.7410 -7.1828
C -0.2314 1.6685 -7.8609
C -1.3945 1.3294 -7.1818
C -1.3492 1.0612 -5.8224
C -0.4327 2.4589 -2.8620
C 0.6190 3.3251 -2.6191
C 0.3408 4.6067 -2.1720
C -0.9716 5.0029 -1.9623
C -2.0162 4.1249 -2.2099
C -1.7501 2.8412 -2.6575
H 1.9634 1.5063 -5.2715
H 1.8843 2.0021 -7.7151
H -0.2668 1.8689 -8.9240
H -2.3339 1.2643 -7.7154
H -2.2499 0.7853 -5.2846
H 1.6375 2.9841 -2.7674
H 1.1558 5.2881 -1.9634
H -1.1830 5.9898 -1.5732
H -3.0371 4.4340 -2.0267
H -2.5585 2.1399 -2.8398
C 2.2211 -5.3962 4.2821
C 2.9159 -4.5729 3.1949
C 2.5256 -3.1263 3.2435
N 1.3272 -2.6887 3.1071
N 1.1941 -1.3231 3.1569
C 2.3444 -0.7137 3.3471
N 2.4869 0.6103 3.5292
S 3.6794 -1.8406 3.4935
H 2.5477 -6.4358 4.2346
H 1.1410 -5.3697 4.1434
H 2.4556 -5.0075 5.2744
H 2.6399 -4.9711 2.2153
H 3.9988 -4.6540 3.2958
H 1.6588 1.1692 3.2324
H 3.3965 1.0087 3.3712

As for the LUMO energy: 0.07 eV. For the highest occupied orbital energy, the calculation gives -0.2279 Ha. For the orbital gap, the calculation gives 6.27 eV.

Atom charges from the Mulliken analysis, given in e for atoms 1 to 8: Rb 0.7626; C -0.8967; N 0.8780; C -1.3969; C 0.2852; C -1.5362; N 0.1292; C -0.1991

Entry 4:
ORCA calculation (ωB97M-V with the def2-TZVPD basis set) on C4H4BeO5 as an isolated structure.

Element x y z (Å)
O 0.6053 -0.8793 0.5712
H -2.6544 -0.0842 -1.5194
O 0.9899 1.2398 -0.0174
O -0.6599 0.0931 -1.0980
C -1.9233 -0.4401 -0.7822
C -2.1984 0.0846 0.6434
O -1.0031 0.7330 1.0110
C 0.0443 0.2968 0.1347
H -1.9078 -1.5420 -0.8072
H -2.4342 -0.7371 1.3380
H -3.0201 0.8140 0.6724
Be 1.5872 0.0057 0.4838
C 3.1135 -0.5934 -0.1608
O 4.0559 -1.0967 -0.5117

As for the LUMO energy: -1.03 eV. For the highest occupied orbital energy, the calculation gives -0.3481 Ha. For the orbital gap, the calculation gives 8.45 eV.

Atom charges from the Mulliken analysis, given in e for atoms 1 to 8: O -0.1963; H 0.2674; O -0.4623; O -0.5048; C -0.3128; C -0.3089; O -0.4549; C 1.3006

Entry 5:
ORCA calculation (ωB97M-V with the def2-TZVPD basis set) on a 2-piece molecular cluster, C9H14O overall.

Element x y z (Å)
C 3.2837 1.1497 -1.5968
C 1.8354 0.9500 -1.2138
C 1.6196 1.1562 0.1631
C 0.3066 1.3051 0.6425
C -0.6977 0.8349 -0.1565
O -1.9929 0.7151 0.3954
C -0.5185 0.4756 -1.4847
C 0.7569 0.5057 -2.0166
H 3.5332 1.4768 -2.5966
H 3.8389 0.2142 -1.4264
H 3.7005 2.0198 -1.0952
H 2.4570 1.3502 0.7704
H 0.1729 1.5897 1.6808
H -2.5486 0.0877 -0.0760
H -1.3019 0.2040 -2.2184
H 0.9247 0.0597 -3.0023
C -1.6145 -2.1998 1.1702
C -2.3255 -1.3145 2.2108
H -2.3424 -2.7048 0.5209
H -0.9330 -1.7626 0.4612
H -0.9083 -2.9634 1.5422
H -2.2540 -1.7326 3.2245
H -3.3128 -0.9867 1.9117
H -1.6792 -0.4298 2.1897

As for the LUMO energy: 0.92 eV. For the highest occupied orbital energy, the calculation gives -0.3093 Ha. For the orbital gap, the calculation gives 9.34 eV.

Atom charges from the Mulliken analysis, given in e for atoms 1 to 8: C -1.4020; C 0.5596; C -0.7303; C -0.5066; C 0.4634; O -0.5725; C -0.1504; C -0.5563

Entry 6:
ORCA calculation (ωB97M-V with the def2-TZVPD basis set) on a single C17H25FN2O3S molecule.

Element x y z (Å)
C -6.6020 -1.4848 -2.0443
C -6.9996 -0.6341 -0.8437
C -5.9299 -0.5965 0.2483
C -4.6600 0.1352 -0.1798
C -3.6678 0.2405 0.9780
N -2.4565 0.9210 0.5800
C -1.2566 0.3121 0.5629
O -1.0774 -0.8414 0.8990
C -0.1045 1.1520 0.0827
C 0.9283 0.4990 -0.5870
C 2.0471 1.1924 -0.9964
S 3.4065 0.2978 -1.7672
O 2.8687 -0.7588 -2.5671
O 4.2791 1.2594 -2.3723
N 4.2169 -0.3861 -0.4970
C 4.8880 0.5302 0.3936
C 5.9707 -0.2181 1.1681
C 5.3503 -1.3926 1.9209
C 4.6149 -2.2989 0.9368
C 3.5692 -1.4905 0.1721
C 2.1842 2.5452 -0.7449
C 1.1742 3.2172 -0.0797
C 0.0510 2.5140 0.3240
F -0.9095 3.1978 0.9844
H -6.3430 -2.4922 -1.7266
H -7.4277 -1.5498 -2.7491
H -5.7487 -1.0571 -2.5637
H -7.9177 -1.0404 -0.4132
H -7.2142 0.3848 -1.1746
H -6.3436 -0.0955 1.1272
H -5.6756 -1.6177 0.5390
H -4.1807 -0.3965 -1.0025
H -4.9189 1.1388 -0.5278
H -3.3719 -0.7546 1.3165
H -4.1239 0.7795 1.8156
H -2.5519 1.8742 0.2697
H 0.8364 -0.5556 -0.7937
H 5.3196 1.3154 -0.2278
H 4.1715 0.9828 1.0996
H 6.7136 -0.5901 0.4620
H 6.4613 0.4676 1.8603
H 6.1260 -1.9551 2.4426
H 4.6455 -1.0170 2.6667
H 5.3273 -2.7178 0.2253
H 4.1238 -3.1187 1.4621
H 3.0935 -2.0935 -0.6013
H 2.7989 -1.1271 0.8710
H 3.0733 3.0516 -1.0847
H 1.2421 4.2718 0.1365

As for the LUMO energy: 0.40 eV. For the highest occupied orbital energy, the calculation gives -0.3535 Ha. For the orbital gap, the calculation gives 10.02 eV.

Atom charges from the Mulliken analysis, given in e for atoms 1 to 8: C -1.1644; C -0.4679; C -0.5945; C -0.3108; C -0.9592; N -0.1052; C 0.2988; O -0.6938

Entry 7:
ORCA calculation (ωB97M-V with the def2-TZVPD basis set) on a 3-piece molecular cluster, C4H15NO2S overall.

Element x y z (Å)
C -2.7247 0.3212 -0.3206
N -1.6495 1.4185 -0.1180
C -0.2360 1.0804 0.3887
C 0.8314 0.9299 -0.7760
C 1.3886 -0.4458 -0.9827
S 0.8222 -1.1388 -2.6057
H -2.6592 -0.2728 0.6118
H -2.6778 -0.1969 -1.3048
H -3.6960 0.9209 -0.2669
H -1.5140 2.0338 -0.9704
H -0.2895 -0.0199 0.8640
H -0.0428 1.7932 1.1790
H 1.5224 1.7857 -0.6388
H 0.2793 1.2130 -1.7409
H 0.9839 -1.0770 -0.2305
H 2.4492 -0.6246 -1.0234
H 0.7000 0.1008 -3.2873
O -0.0839 -1.8450 2.3398
H -0.6858 -2.5147 1.9491
H 0.5403 -2.3107 2.8020
O 0.9073 1.1783 3.5202
H 1.2915 0.4014 3.8973
H 0.0473 1.0788 3.9406

As for the LUMO energy: 0.33 eV. For the highest occupied orbital energy, the calculation gives -0.2999 Ha. For the orbital gap, the calculation gives 8.49 eV.

Atom charges from the Mulliken analysis, given in e for atoms 1 to 8: C -0.7061; N -0.4718; C 0.1548; C -0.4109; C -0.2499; S -0.2784; H 0.2691; H 0.2230

How do the records compare in F_max? In the order shown, they have 5.213, 5.419, 2.173, 7.751, 3.190, 0.969, 4.134 eV/A.
How do the records compare in relative energy (zero: lowest compared OMol25 entry of this formula, charge and spin)? In the order shown, they have 7.210, 0.000, 1.915, 1.556, 1.340, 0.159, 2.341 eV.